Entry 1:
71
Properties=species:S:1:pos:R:3 method="wB97M-V/def2-TZVPD" s_squared=2.00 energy_ha=-1830.9102 homo_lumo_gap_ev="6.30 / 3.75" multiplicity=3
Ag 22.22 6.08 7.00
N 24.83 7.46 8.63
O 24.09 6.61 8.16
O 25.56 7.22 9.55
O 24.82 8.61 8.18
C 28.15 10.65 12.56
C 28.30 9.66 11.35
C 29.74 9.74 10.82
C 30.82 8.92 11.59
C 30.42 7.46 11.70
C 28.94 7.23 12.19
N 27.99 8.28 11.60
O 26.63 8.06 11.98
C 28.41 5.96 11.45
C 28.79 7.25 13.69
C 27.34 10.07 10.20
H 28.45 11.64 12.22
H 28.82 10.47 13.41
H 27.11 10.85 12.82
H 29.71 9.41 9.78
H 30.05 10.79 10.90
H 31.12 9.31 12.57
H 31.70 8.88 10.95
H 31.17 7.06 12.38
H 30.59 6.90 10.79
H 28.56 6.11 10.38
H 29.00 5.14 11.86
H 27.35 5.74 11.59
H 27.85 6.76 13.94
H 29.63 6.80 14.21
H 28.70 8.27 14.04
H 27.57 9.57 9.26
H 27.32 11.15 10.07
H 26.28 9.89 10.41
H 26.20 7.75 11.18
O 22.82 7.70 5.53
C 23.67 8.40 5.01
O 24.75 7.88 4.37
C 25.61 8.87 3.79
C 25.19 10.18 4.44
C 23.80 9.89 5.05
H 25.47 8.85 2.71
H 26.65 8.55 3.91
H 25.17 11.03 3.76
H 25.90 10.47 5.22
H 23.08 10.44 4.45
H 23.63 10.14 6.09
O 21.52 8.32 7.84
C 21.42 9.50 8.02
O 21.11 10.42 7.09
C 21.22 11.70 7.56
C 21.13 11.59 9.08
C 21.75 10.22 9.31
H 20.33 12.25 7.25
H 22.18 12.09 7.22
H 20.09 11.54 9.44
H 21.62 12.39 9.63
H 21.32 9.67 10.14
H 22.84 10.15 9.37
O 21.44 5.89 9.44
C 21.87 5.98 10.60
O 21.52 7.06 11.36
C 22.36 7.01 12.52
C 22.69 5.60 12.74
C 22.91 5.10 11.32
H 21.92 7.47 13.40
H 23.30 7.50 12.26
H 21.90 5.07 13.27
H 23.55 5.43 13.39
H 22.81 4.02 11.22
H 23.93 5.33 11.02


Entry 2:
67
Properties=species:S:1:pos:R:3 method="wB97M-V/def2-TZVPD" s_squared=6.03 energy_ha=-4578.8646 homo_lumo_gap_ev="6.13 / 5.34" total_charge=+3 multiplicity=5
Os -0.96 0.29 0.19
S -0.78 1.02 2.32
C -1.46 2.55 1.74
C -2.01 3.53 2.54
C -2.51 4.67 1.91
C -2.43 4.78 0.53
C -1.87 3.74 -0.19
N -1.38 2.65 0.40
H -2.05 3.41 3.62
H -2.96 5.45 2.50
H -2.78 5.66 0.02
H -1.79 3.78 -1.27
C 4.84 0.68 1.19
Si 3.13 1.09 1.68
C 2.50 2.74 1.10
C 2.69 0.56 3.38
As 1.31 -0.26 0.18
Si 1.58 -2.71 0.85
C 3.39 -2.70 1.23
C 1.10 -3.69 -0.65
C 0.35 -2.75 2.23
Si 1.72 0.26 -2.34
C 0.53 1.67 -2.51
C 1.28 -1.25 -3.31
C 3.53 0.62 -2.23
H 5.49 1.32 1.81
H 5.08 0.89 0.15
H 5.12 -0.35 1.42
H 2.72 3.49 1.86
H 1.43 2.73 0.92
H 3.01 3.05 0.19
H 3.05 1.33 4.07
H 3.19 -0.38 3.65
H 1.62 0.44 3.56
H 3.92 -2.01 0.57
H 3.81 -3.70 1.07
H 3.59 -2.42 2.26
H 1.91 -3.72 -1.38
H 0.21 -3.29 -1.13
H 0.88 -4.71 -0.35
H 0.65 -2.10 3.06
H 0.26 -3.77 2.63
H -0.63 -2.45 1.88
H -0.50 1.33 -2.36
H 0.57 2.10 -3.52
H 0.76 2.47 -1.80
H 0.40 -1.76 -2.94
H 2.11 -1.95 -3.34
H 1.07 -0.94 -4.34
H 3.72 1.65 -1.93
H 3.99 0.46 -3.21
H 4.01 -0.05 -1.52
N -5.18 -0.16 0.12
C -4.02 0.37 0.47
N -3.00 -0.25 -0.12
C -3.56 -1.26 -0.91
C -2.96 -2.21 -1.75
C -3.80 -3.08 -2.40
C -5.19 -3.04 -2.23
C -5.79 -2.10 -1.42
C -4.94 -1.22 -0.76
H -6.09 0.15 0.43
H -3.94 1.20 1.16
H -1.88 -2.25 -1.87
H -3.38 -3.83 -3.06
H -5.81 -3.75 -2.76
H -6.86 -2.05 -1.29


Entry 3:
69
Properties=species:S:1:pos:R:3 method="wB97M-V/def2-TZVPD" energy_ha=-1853.0616 homo_lumo_gap_ev=5.92 total_charge=-1
O 0.72 -0.80 -3.59
C -0.35 -0.05 -3.47
C -0.04 1.42 -3.79
C 0.37 2.29 -2.79
H 0.47 1.92 -1.76
C 0.59 3.64 -3.09
H 0.86 4.32 -2.27
C 0.45 4.09 -4.41
H 0.61 5.14 -4.63
C 0.09 3.19 -5.42
H -0.02 3.54 -6.45
C -0.12 1.84 -5.12
H -0.34 1.10 -5.89
H -0.95 -0.42 -4.33
C -1.86 -1.67 -2.17
C -1.40 -0.26 -2.23
H -2.73 -1.84 -2.82
H -2.17 -1.99 -1.16
H -1.06 -2.34 -2.51
C -2.06 0.77 -1.67
C -3.46 0.75 -1.14
H -1.59 1.75 -1.58
H -4.00 1.62 -1.54
H -3.51 0.87 -0.03
H -4.02 -0.15 -1.42
Ba -1.14 -0.37 1.03
Cl -3.59 0.44 2.54
C -1.03 0.23 4.30
O -0.26 -0.45 3.58
N -1.41 -0.09 5.53
C -0.85 -1.25 6.21
C -2.46 0.64 6.22
H -1.50 1.15 3.91
H -0.16 -1.76 5.53
H -1.67 -1.92 6.51
H -0.33 -0.93 7.11
H -2.96 1.27 5.48
H -2.04 1.26 7.02
H -3.18 -0.07 6.66
H 4.70 1.36 -1.76
H 4.47 1.85 0.68
C 3.60 1.40 -1.75
C 3.42 1.55 0.73
N 3.08 0.86 -0.51
H 3.19 0.81 -2.58
C 2.19 -0.15 -0.52
O 1.53 -0.50 0.47
H 3.26 0.87 1.58
H 2.10 -0.66 -1.50
H 3.29 2.45 -1.87
H 2.80 2.44 0.87
H 0.15 -6.26 0.91
H 2.29 -5.73 -0.65
C -0.41 -5.67 0.17
C 1.58 -5.16 -1.26
N 0.47 -4.68 -0.44
H -1.25 -5.16 0.64
C 0.27 -3.38 -0.21
O -0.68 -2.95 0.49
H 2.09 -4.29 -1.69
H 0.99 -2.70 -0.70
H -0.76 -6.36 -0.61
H 1.20 -5.81 -2.06
B 0.99 3.38 2.96
C 0.32 2.73 1.71
N -0.20 2.24 0.78
H 0.17 4.13 3.47
H 1.98 4.00 2.58
H 1.30 2.49 3.73


Entry 4:
90
Properties=species:S:1:pos:R:3 method="wB97M-V/def2-TZVPD" energy_ha=-15003.4021 homo_lumo_gap_ev=1.20 total_charge=+1
C 4.65 -0.58 5.44
P 4.09 -1.50 3.95
C 4.16 -0.46 2.42
S 2.16 -2.36 4.26
O 1.54 -2.64 3.00
O 2.47 -3.62 4.94
N 1.24 -1.53 5.29
S 0.72 -0.16 4.66
O -0.69 -0.13 4.55
O 1.37 0.17 3.41
F 1.13 0.91 5.73
H 5.71 -0.81 5.56
H 4.11 -1.02 6.29
H 4.44 0.49 5.38
H 5.16 -0.67 1.88
H 3.32 -0.71 1.76
H 4.11 0.65 2.70
Br -4.70 -0.76 7.65
C -3.06 -1.46 6.87
C -3.15 -2.95 6.69
Br -2.92 -3.91 8.36
H -2.25 -1.16 7.52
H -2.97 -0.96 5.91
H -2.34 -3.30 6.05
H -4.11 -3.27 6.28
Ca 5.23 1.25 1.13
C -7.80 -3.29 3.98
O -8.82 -3.32 3.34
N -6.82 -4.25 3.84
N -7.51 -2.32 4.90
H -5.95 -4.24 4.37
H -6.98 -4.99 3.18
H -8.20 -1.61 5.04
H -6.67 -2.30 5.45
Br 2.49 -5.39 6.31
Mg -4.11 -4.87 5.03
C -1.51 0.77 1.08
O -1.63 2.07 0.50
C -0.84 2.28 -0.54
O -0.05 1.49 -1.00
O -1.05 3.52 -0.99
C -0.26 3.86 -2.13
H -2.20 0.71 1.92
H -1.78 0.00 0.36
H -0.50 0.60 1.46
H -0.49 3.20 -2.96
H 0.80 3.82 -1.89
H -0.52 4.88 -2.40
C 0.28 1.79 -7.91
C 1.56 1.04 -8.33
C 2.16 0.07 -7.31
F 2.56 0.69 -6.18
F 3.26 -0.52 -7.84
F 2.48 1.94 -8.73
F 1.23 0.30 -9.42
O 0.42 3.13 -7.44
C 0.69 3.38 -6.11
C 2.02 4.10 -5.93
F 3.01 3.33 -6.43
F 2.26 4.31 -4.58
F 0.60 2.24 -5.38
F -0.30 4.18 -5.65
H -0.30 1.91 -8.82
H -0.35 1.20 -7.24
H 1.45 -0.71 -7.05
H 2.01 5.05 -6.44
C 5.22 -1.36 -4.46
C 6.43 -0.58 -3.96
C 7.29 -0.09 -5.11
O 7.20 -1.41 -3.08
H 5.54 -2.24 -5.02
H 4.61 -1.71 -3.63
H 4.60 -0.74 -5.11
H 6.09 0.28 -3.37
H 7.67 -0.94 -5.68
H 8.16 0.46 -4.73
H 6.73 0.56 -5.78
H 7.51 -2.17 -3.60
N -5.48 2.02 2.37
C -6.06 1.09 3.11
C -6.47 -0.15 2.62
C -6.26 -0.42 1.28
C -5.65 0.54 0.49
C -5.28 1.74 1.08
H -6.21 1.35 4.16
H -6.94 -0.87 3.28
H -6.56 -1.37 0.86
H -5.47 0.37 -0.56
H -4.80 2.53 0.50
Br 4.07 5.51 -5.41


Entry 5:
67
Properties=species:S:1:pos:R:3 method="wB97M-V/def2-TZVPD" s_squared=0.80 energy_ha=-3388.1488 homo_lumo_gap_ev="3.79 / 4.12" total_charge=-1 multiplicity=2
O 2.07 -0.18 -3.21
C 1.34 0.09 -4.14
C 0.76 1.43 -4.35
C 0.97 2.43 -3.36
H 1.39 2.16 -2.40
C 0.77 3.76 -3.72
H 1.10 4.55 -3.04
C 0.25 4.09 -4.98
H 0.15 5.14 -5.29
C -0.25 3.06 -5.80
H -0.76 3.29 -6.74
C -0.02 1.73 -5.47
H -0.35 0.91 -6.11
H 0.96 -0.63 -4.90
C -2.70 -1.47 -2.30
C -2.95 -0.20 -1.58
H -3.21 -1.47 -3.27
H -3.04 -2.35 -1.74
H -1.61 -1.65 -2.42
C -3.30 1.04 -1.90
C -4.65 1.69 -2.04
H -2.48 1.67 -2.27
H -4.60 2.39 -2.85
H -4.93 2.30 -1.17
H -5.44 0.98 -2.21
Cu -1.90 -0.11 -0.10
Cl -3.22 0.31 1.67
C -0.33 0.13 3.18
O 0.75 -0.26 2.75
N -0.87 -0.19 4.38
C -0.27 -1.23 5.19
C -1.99 0.52 4.98
H -0.99 0.81 2.61
H 0.46 -1.76 4.58
H -1.05 -1.91 5.55
H 0.24 -0.79 6.06
H -2.42 1.20 4.22
H -1.66 1.10 5.85
H -2.76 -0.19 5.30
H 5.14 2.10 -2.01
H 4.52 1.86 0.86
C 4.05 2.03 -1.97
C 3.51 1.74 0.44
N 3.58 1.17 -0.89
H 3.69 1.63 -2.93
C 3.49 -0.17 -1.07
O 2.98 -0.96 -0.28
H 2.91 1.10 1.09
H 3.97 -0.52 -1.99
H 3.64 3.03 -1.84
H 3.06 2.74 0.36
H -0.19 -5.29 0.67
H 2.07 -4.88 -0.43
C -0.63 -4.55 -0.02
C 1.57 -4.16 -1.10
N 0.40 -3.59 -0.41
H -1.45 -4.00 0.45
C 0.17 -2.26 -0.32
O -0.92 -1.85 0.15
H 2.25 -3.34 -1.37
H 1.00 -1.61 -0.68
H -0.97 -5.11 -0.91
H 1.24 -4.71 -2.00
C -0.62 1.45 -0.07
H -0.91 1.93 0.86
H -0.79 2.14 -0.92
H 0.38 1.02 -0.03


Entry 6:
74
Properties=species:S:1:pos:R:3 method="wB97M-V/def2-TZVPD" energy_ha=-3820.3464 homo_lumo_gap_ev="7.28 / 7.26"
Co 0.02 -0.58 0.14
N 1.11 0.06 1.78
C 1.01 1.53 1.83
C -0.43 1.90 1.48
O -0.98 2.86 2.00
N -0.94 1.03 0.60
C -2.37 0.83 0.58
C -2.58 -0.57 1.23
O -3.67 -0.90 1.63
O -1.50 -1.30 1.24
H 0.58 -0.37 2.54
H 2.07 -0.27 1.84
H 1.68 1.95 1.08
H 1.26 1.94 2.81
H -2.76 0.73 -0.43
H -2.92 1.58 1.14
C 2.57 2.27 -2.88
P 2.32 0.68 -2.06
C 2.15 -0.55 -3.36
C 3.84 0.29 -1.18
O 1.12 0.72 -1.16
H 3.37 2.20 -3.61
H 2.81 3.03 -2.14
H 1.64 2.55 -3.37
H 3.06 -0.65 -3.94
H 1.33 -0.26 -4.01
H 1.91 -1.50 -2.87
H 4.69 0.25 -1.86
H 3.70 -0.68 -0.71
H 4.02 1.04 -0.41
C -4.36 1.09 -8.03
C -3.54 0.61 -6.85
S -3.37 -1.17 -6.99
O -4.67 -1.77 -6.92
O -2.52 -1.44 -8.13
C -2.45 -1.67 -5.53
C -3.27 -1.48 -4.26
N -2.46 -1.72 -3.07
C -1.74 -0.78 -2.43
N -1.11 -1.29 -1.39
C -1.43 -2.61 -1.32
C -2.25 -2.90 -2.37
N -2.76 -4.18 -2.72
O -3.52 -4.26 -3.67
O -2.39 -5.12 -2.04
C -1.64 0.64 -2.86
H -4.53 2.17 -7.96
H -5.33 0.59 -8.05
H -3.85 0.88 -8.97
H -4.04 0.82 -5.90
H -2.53 1.02 -6.84
H -1.52 -1.09 -5.54
H -2.22 -2.72 -5.69
H -4.10 -2.18 -4.27
H -3.66 -0.47 -4.18
H -1.07 -3.26 -0.54
H -1.29 0.72 -3.89
H -0.94 1.15 -2.20
H -2.61 1.14 -2.79
C 2.62 -5.25 0.00
C 2.43 -4.24 -1.14
C 1.51 -4.83 -2.21
C 3.79 -3.90 -1.76
C 1.80 -3.01 -0.61
C 1.28 -2.00 -0.18
H 3.05 -6.17 -0.39
H 1.66 -5.48 0.47
H 3.28 -4.84 0.77
H 2.01 -5.66 -2.72
H 1.23 -4.08 -2.95
H 0.59 -5.22 -1.77
H 4.25 -4.80 -2.17
H 4.46 -3.48 -1.00
H 3.68 -3.17 -2.56


Entry 7:
62
Properties=species:S:1:pos:R:3 method="wB97M-V/def2-TZVPD" energy_ha=-1061.2068 homo_lumo_gap_ev=8.40
C -7.59 -1.63 0.45
H -8.03 -0.69 0.40
H -8.15 -2.30 -0.04
H -7.30 -1.93 1.36
C -6.38 -1.68 -0.67
N -5.54 -0.63 0.09
C -4.28 -0.95 0.49
O -3.73 -1.90 0.06
C -3.45 0.41 0.72
C -2.75 1.03 -0.42
C -1.90 2.41 0.04
N -0.93 1.93 0.86
C -1.37 0.97 2.00
C -2.25 0.04 1.79
H -2.71 -0.49 2.54
H -1.76 -0.86 1.40
H -1.97 1.72 2.70
H -0.62 0.79 2.85
C 0.56 1.47 0.40
C 0.42 0.37 -0.54
C 1.82 -0.21 -0.95
N 2.76 0.92 -0.47
C 2.37 2.25 -0.94
C 1.23 2.62 0.17
H 0.64 3.48 -0.72
H 1.83 3.06 0.85
H 2.00 1.96 -2.03
H 3.24 3.01 -0.99
C 4.07 0.47 -1.11
C 4.88 -0.70 -0.44
C 5.07 -0.25 0.92
C 5.57 -1.62 1.56
C 6.76 -2.17 0.94
C 6.98 -2.05 -0.36
C 6.17 -1.03 -1.16
H 6.10 -1.17 -2.13
H 6.80 -0.02 -1.45
H 7.84 -2.37 -0.57
H 7.32 -2.88 1.48
H 5.81 -1.21 2.79
H 4.88 -2.42 1.95
H 3.98 0.04 1.65
H 5.68 0.41 1.09
H 4.18 -1.70 -0.57
H 4.69 1.45 -1.21
H 4.21 0.20 -2.31
H 2.04 -0.72 -1.84
H 2.19 -1.16 -0.12
H 0.10 0.87 -1.68
H -0.33 -0.45 -0.36
H 1.00 0.96 1.27
H -2.42 3.04 0.44
H -1.18 2.71 -0.96
H -2.17 0.25 -0.90
H -3.46 1.42 -0.93
H -4.01 1.18 1.55
H -5.85 0.34 0.09
C -6.87 -1.10 -1.89
H -5.86 -0.92 -2.54
H -7.16 -0.16 -1.66
H -7.37 -1.93 -2.47
H -5.81 -2.46 -0.44